Record 1
C28H38CrN4O5 as an isolated structure. Source: OMol25; level of theory: wB97M-V/def2-TZVPD.

Element x y z (Å)
Cr -0.390 0.134 -0.818
C 1.956 -3.893 2.318
N 1.057 -3.261 1.366
C 0.009 -4.127 0.842
C 1.132 -1.985 0.995
O 0.303 -1.497 0.208
C 2.241 -1.102 1.558
O 2.191 0.120 0.890
C 2.242 1.303 1.639
C 0.949 2.088 1.442
O 0.024 1.632 0.764
N 0.870 3.283 2.029
C -0.286 4.138 1.795
C 1.965 3.856 2.792
H 1.431 -4.098 3.253
H 2.306 -4.837 1.903
H 2.821 -3.274 2.529
H -0.549 -4.559 1.672
H -0.659 -3.550 0.210
H 0.460 -4.931 0.260
H 2.108 -0.997 2.642
H 3.214 -1.580 1.385
H 2.391 1.098 2.705
H 3.086 1.908 1.291
H -0.920 3.685 1.039
H -0.853 4.265 2.718
H 0.051 5.113 1.447
H 2.391 3.136 3.487
H 2.752 4.235 2.137
H 1.574 4.685 3.378
O -2.643 3.097 -2.189
C -2.172 2.107 -1.676
O -0.974 1.652 -1.845
C -3.000 1.287 -0.703
C -4.367 1.580 -0.556
C -5.103 0.823 0.302
C -4.468 -0.191 1.053
C -5.176 -0.981 1.989
C -4.530 -1.926 2.730
C -3.142 -2.115 2.566
C -2.435 -1.376 1.661
C -3.083 -0.403 0.870
N -2.374 0.331 -0.045
H -4.777 2.387 -1.143
H -6.164 0.993 0.430
H -6.238 -0.815 2.107
H -5.075 -2.527 3.443
H -2.634 -2.854 3.171
H -1.374 -1.517 1.538
N 1.363 0.443 -2.057
C 2.329 1.452 -1.709
C 1.924 2.775 -1.593
C 2.855 3.743 -1.241
C 4.178 3.398 -1.006
C 4.574 2.073 -1.134
C 3.652 1.102 -1.490
H 1.829 -0.421 -2.323
H 0.825 0.761 -2.863
H 0.891 3.035 -1.782
H 2.542 4.776 -1.171
H 4.902 4.158 -0.745
H 5.608 1.797 -0.973
H 3.964 0.070 -1.599
C 0.663 -2.824 -2.753
C -0.382 -1.841 -3.279
C -1.288 -2.563 -4.279
C -1.212 -1.212 -2.163
H 1.331 -3.160 -3.547
H 0.167 -3.709 -2.349
H 1.268 -2.406 -1.945
H 0.132 -1.054 -3.846
H -1.868 -3.335 -3.770
H -0.710 -3.043 -5.070
H -1.988 -1.870 -4.743
H -1.631 -2.011 -1.539
H -2.057 -0.680 -2.609

Properties
multiplicity: 4
F_max: 0.4 eV/A
gap between HOMO and LUMO (spin up / spin down): 8.739 / 8.382 eV
charge: +1

=====

Record 2
C28H38F5GeIrO5Se4 as an isolated structure. Source: OMol25; level of theory: wB97M-V/def2-TZVPD.

Element x y z (Å)
Ir 1.130 -0.438 0.842
C -5.091 4.752 0.981
O -4.495 3.508 1.231
C -3.140 3.396 1.119
C -2.256 4.478 1.000
C -0.915 4.230 0.877
C -0.369 2.939 0.818
C 1.033 2.723 0.588
C 2.053 3.813 0.832
O 1.497 1.636 0.193
C -1.273 1.822 0.936
O -0.922 0.598 0.873
C -2.643 2.117 1.120
H -6.163 4.567 0.968
H -4.782 5.154 0.012
H -4.865 5.480 1.766
H -2.608 5.497 1.013
H -0.258 5.077 0.767
H 1.673 4.819 0.710
H 2.892 3.650 0.160
H 2.429 3.704 1.848
H -3.329 1.292 1.217
O 3.104 2.073 4.878
C 3.698 1.433 3.781
C 3.785 -0.103 3.895
C 4.727 -0.433 5.078
O 4.940 -1.807 5.274
C 2.423 -0.738 4.213
Se 0.819 -0.033 3.278
C 4.422 -0.690 2.629
Se 3.893 0.125 0.907
H 2.153 1.906 4.833
H 4.711 1.835 3.691
H 3.158 1.686 2.860
H 4.330 0.042 5.987
H 5.717 -0.011 4.885
H 4.083 -2.246 5.339
H 2.199 -0.592 5.274
H 2.434 -1.812 4.006
H 4.199 -1.755 2.547
H 5.506 -0.568 2.682
C 1.332 1.159 -4.769
C 0.040 1.887 -4.435
C -0.932 1.056 -3.600
C -0.497 0.826 -2.158
Ge 0.750 -0.683 -1.626
C -0.013 -2.430 -2.290
C 0.092 -2.691 -3.785
C 1.526 -2.949 -4.235
C 1.616 -3.189 -5.738
H 1.974 1.776 -5.396
H 1.114 0.235 -5.300
H 1.865 0.913 -3.854
H -0.457 2.169 -5.369
H 0.273 2.810 -3.899
H -1.126 0.107 -4.102
H -1.882 1.604 -3.568
H -1.391 0.592 -1.579
H -0.103 1.760 -1.760
H 2.163 -0.506 -2.260
H -1.064 -2.413 -2.001
H 0.453 -3.253 -1.745
H -0.310 -1.845 -4.347
H -0.523 -3.564 -4.029
H 1.918 -3.819 -3.703
H 2.143 -2.087 -3.966
H 1.015 -4.051 -6.028
H 2.648 -3.377 -6.031
H 1.253 -2.322 -6.287
Se 1.437 -2.703 0.986
F -6.213 -6.290 1.017
C -5.434 -5.192 0.969
C -4.666 -4.925 -0.162
F -4.708 -5.766 -1.213
C -3.873 -3.792 -0.196
F -3.157 -3.520 -1.301
C -3.789 -2.899 0.874
Se -2.646 -1.414 0.814
C -4.591 -3.179 1.984
F -4.577 -2.318 3.015
C -5.399 -4.302 2.041
F -6.162 -4.545 3.124

Properties
multiplicity: 6
F_max: 0.9 eV/A
gap between HOMO and LUMO (spin up / spin down): 6.024 / 4.364 eV
charge: -1

=====

Record 3
C28H38IrN5O9PS3 as an isolated structure. Source: OMol25; level of theory: wB97M-V/def2-TZVPD.

Element x y z (Å)
Ir -0.014 0.052 0.218
O 2.020 -0.283 0.223
C 2.602 -0.154 1.533
C 1.527 -0.503 2.539
C 1.837 -0.704 3.870
C 0.829 -1.011 4.762
C -0.471 -1.126 4.295
C -0.721 -0.909 2.959
N 0.259 -0.587 2.102
H 2.573 0.030 -0.503
H 2.974 0.859 1.698
H 3.419 -0.871 1.611
H 2.866 -0.618 4.193
H 1.053 -1.165 5.808
H -1.287 -1.386 4.953
H -1.710 -1.002 2.543
O 0.820 2.936 2.810
C 0.686 3.044 1.619
N 0.462 1.999 0.724
C 0.316 2.471 -0.526
O 0.007 1.644 -1.416
C 0.493 3.939 -0.551
C 0.440 4.873 -1.563
C 0.621 6.207 -1.198
C 0.848 6.567 0.126
C 0.902 5.610 1.142
C 0.717 4.297 0.777
H 0.277 4.585 -2.593
H 0.586 6.977 -1.956
H 0.986 7.611 0.372
H 1.085 5.885 2.172
C -1.103 -6.293 0.760
C -1.906 -5.018 0.913
C -2.014 -4.543 2.347
O -1.389 -3.932 0.072
P 0.135 -3.551 -0.224
S 1.306 -3.498 1.316
S -0.204 -1.774 -1.255
O 0.666 -4.612 -1.262
C 0.295 -4.899 -2.648
C -1.190 -4.754 -2.913
C 1.161 -4.072 -3.575
H -1.582 -7.079 1.344
H -0.085 -6.163 1.130
H -1.059 -6.619 -0.278
H -2.908 -5.157 0.508
H -1.029 -4.400 2.789
H -2.559 -5.289 2.928
H -2.572 -3.605 2.398
H 0.573 -5.949 -2.740
H -1.524 -3.722 -2.800
H -1.781 -5.383 -2.249
H -1.389 -5.059 -3.941
H 0.882 -3.019 -3.543
H 1.037 -4.430 -4.599
H 2.211 -4.170 -3.301
C -6.106 5.081 0.965
C -6.471 4.441 2.296
S -7.159 2.796 2.174
O -7.907 2.697 0.948
O -7.755 2.495 3.443
C -5.750 1.690 1.994
C -5.435 1.425 0.529
N -4.214 0.608 0.395
C -2.956 1.088 0.409
N -2.074 0.087 0.333
C -2.790 -1.087 0.293
C -4.102 -0.768 0.354
N -5.188 -1.715 0.381
O -4.872 -2.881 0.301
O -6.320 -1.288 0.510
C -2.639 2.538 0.482
H -6.050 6.163 1.081
H -6.858 4.858 0.211
H -5.136 4.742 0.596
H -7.264 4.986 2.811
H -5.627 4.367 2.983
H -6.065 0.777 2.502
H -4.903 2.112 2.538
H -5.290 2.338 -0.042
H -6.248 0.880 0.071
H -2.342 -2.065 0.223
H -3.502 3.111 0.808
H -2.328 2.912 -0.495
H -1.834 2.703 1.193

Properties
multiplicity: 1
F_max: 0.7 eV/A
gap between HOMO and LUMO: 7.373 eV
charge: +1

=====

Record 4
C28H38N4P2Ti as an isolated structure. Source: OMol25; level of theory: wB97M-V/def2-TZVPD.

Element x y z (Å)
Ti 0.049 -0.517 4.808
C -1.007 1.489 5.005
C -1.465 0.735 3.900
C -1.003 0.937 2.488
C 0.241 0.093 2.063
C 1.316 -0.048 3.119
C 1.683 0.941 4.043
C 1.209 2.371 4.020
C -0.070 2.650 4.870
C 1.356 -0.787 6.443
H -1.673 1.552 5.871
H -2.356 0.110 4.027
H -0.812 2.004 2.293
H -1.859 0.645 1.849
H -0.100 -0.913 1.756
H 0.680 0.525 1.138
H 1.942 -0.942 3.030
H 2.589 0.761 4.628
H 1.059 2.708 2.974
H 2.008 3.037 4.415
H 0.239 2.992 5.877
H -0.624 3.508 4.440
H 0.995 -0.268 7.348
H 2.417 -0.573 6.277
H 1.231 -1.888 6.589
P 1.465 -1.070 -2.320
P -1.785 -0.676 -2.004
N 2.897 -0.045 -2.404
N 2.168 -2.360 -3.384
N -1.974 1.078 -1.852
N -3.442 -0.987 -2.534
C 0.495 -0.206 -3.655
C -0.984 -0.626 -3.688
C 3.456 0.552 -1.263
C 4.508 1.364 -1.654
C 4.621 1.271 -3.078
C 3.610 0.421 -3.512
C 2.295 -3.693 -2.973
C 2.782 -4.455 -4.029
C 2.975 -3.571 -5.139
C 2.563 -2.305 -4.724
C -1.688 1.745 -0.659
C -1.801 3.112 -0.850
C -2.145 3.314 -2.224
C -2.214 2.055 -2.814
C -4.294 -0.273 -3.389
C -5.383 -1.073 -3.711
C -5.207 -2.323 -3.032
C -4.027 -2.250 -2.322
H 0.935 -0.407 -4.641
H 0.595 0.872 -3.453
H -1.539 0.045 -4.359
H -1.086 -1.652 -4.076
H 3.028 0.337 -0.295
H 5.123 1.970 -0.999
H 5.350 1.764 -3.706
H 3.353 0.132 -4.520
H 2.021 -3.966 -1.965
H 2.977 -5.519 -4.014
H 3.376 -3.820 -6.111
H 2.513 -1.398 -5.306
H -1.432 1.163 0.201
H -1.653 3.868 -0.089
H -2.328 4.256 -2.711
H -2.416 1.793 -3.841
H -4.076 0.734 -3.703
H -6.205 -0.798 -4.360
H -5.876 -3.174 -3.073
H -3.518 -2.969 -1.692
C -1.368 -0.799 6.432
H -2.420 -0.518 6.243
H -0.986 -0.176 7.262
H -1.304 -1.865 6.721

Properties
multiplicity: 3
F_max: 3.2 eV/A
gap between HOMO and LUMO (spin up / spin down): 6.821 / 7.662 eV
charge: 0

=====

Record 5
A 9-piece molecular cluster, C28H38N7O5P overall. Source: OMol25; level of theory: wB97M-V/def2-TZVPD.

Element x y z (Å)
O 37.181 10.142 26.668
H 37.730 10.758 26.792
H 36.327 10.588 26.213
H 36.497 10.226 27.457
P 34.746 11.995 27.442
O 35.607 12.993 28.114
O 35.339 10.710 28.083
O 35.114 11.674 26.077
O 33.327 12.069 27.643
N 34.714 13.283 24.101
C 35.077 14.499 23.915
C 34.703 15.103 22.708
C 33.834 13.839 22.170
C 34.100 12.820 22.958
H 34.926 12.653 24.997
H 35.542 14.864 24.955
H 34.672 16.101 22.245
H 33.409 13.850 21.312
H 33.840 11.756 22.753
N 37.877 7.695 23.681
C 37.885 6.547 22.717
C 39.011 5.759 23.020
C 39.816 6.654 23.978
C 39.036 7.703 24.365
H 36.938 8.213 23.928
H 37.119 6.252 21.942
H 39.097 4.658 22.733
H 40.785 6.221 24.325
H 38.980 8.430 25.186
N 38.816 8.952 28.815
C 38.540 7.660 28.286
C 39.677 7.412 27.471
C 40.766 8.521 27.712
C 40.052 9.470 28.295
H 38.235 9.319 29.516
H 37.426 7.210 28.454
H 39.877 6.509 27.065
H 41.798 8.501 27.312
H 40.403 10.470 28.792
N 36.429 9.917 30.242
C 37.246 10.885 30.941
C 37.897 10.243 31.936
C 37.296 8.824 31.983
C 36.349 8.803 31.068
H 35.987 10.241 29.526
H 37.269 11.856 30.551
H 38.693 10.589 32.768
H 37.651 8.040 32.808
H 35.749 8.130 30.623
N 35.419 10.151 24.245
C 34.583 8.996 24.047
C 34.853 8.347 22.910
C 35.939 9.310 22.188
C 36.040 10.379 22.963
H 35.311 10.909 24.898
H 33.890 8.981 24.756
H 34.712 7.444 22.394
H 36.523 9.143 21.357
H 36.580 11.337 22.909
N 37.914 12.786 27.390
C 38.119 13.021 26.016
C 39.532 12.978 25.803
C 40.124 12.965 27.186
C 39.049 12.793 28.027
H 36.986 12.664 27.617
H 37.268 12.904 25.456
H 39.984 13.136 24.801
H 41.239 13.112 27.284
H 39.168 12.617 29.178
N 34.634 8.374 27.803
C 33.695 7.837 28.629
C 33.639 6.485 28.404
C 34.666 6.173 27.290
C 35.221 7.406 27.023
H 35.060 9.283 27.821
H 33.162 8.368 29.376
H 33.016 5.729 28.700
H 35.072 5.154 26.945
H 35.892 7.550 26.395

Properties
multiplicity: 1
F_max: 11.6 eV/A
gap between HOMO and LUMO: 7.321 eV
charge: -2

=====

Record 6
C28H39Cl3IrNO6S2Si4 as an isolated structure. Source: OMol25; level of theory: wB97M-V/def2-TZVPD.

Element x y z (Å)
Ir 0.445 -0.300 0.618
O 1.013 2.843 2.985
C 0.735 2.372 1.890
O 0.003 1.296 1.788
C 1.165 3.114 0.647
C 1.421 4.474 0.849
C 1.869 5.298 -0.164
C 2.106 4.746 -1.420
C 1.864 3.408 -1.639
C 1.377 2.564 -0.627
S 1.179 0.902 -1.140
H 1.271 4.859 1.848
H 2.057 6.347 0.024
H 2.498 5.355 -2.225
H 2.074 2.977 -2.611
Cl 1.130 -7.094 2.774
C 1.114 -5.588 1.890
C 0.584 -4.457 2.473
C 0.587 -3.277 1.751
Cl -0.098 -1.845 2.498
C 1.094 -3.146 0.435
O 1.075 -2.070 -0.272
C 1.628 -4.353 -0.092
Cl 2.270 -4.306 -1.699
C 1.639 -5.540 0.606
H 0.171 -4.485 3.472
H 2.055 -6.426 0.147
N 2.634 -0.298 1.601
C 3.794 0.241 0.953
C 4.512 -0.548 0.067
C 5.643 -0.038 -0.556
C 6.063 1.258 -0.297
C 5.318 2.052 0.564
C 4.187 1.551 1.192
S 7.592 1.885 -1.006
O 8.550 1.791 0.091
O 7.878 0.986 -2.118
O 7.284 3.253 -1.400
H 2.739 -1.302 1.701
H 2.487 0.113 2.517
H 4.172 -1.556 -0.151
H 6.215 -0.638 -1.252
H 5.633 3.073 0.740
H 3.613 2.176 1.870
C -1.773 0.014 -3.665
Si -2.334 0.935 -2.117
C -4.214 1.181 -2.242
C -1.687 2.699 -2.269
Si -1.767 -0.277 -0.177
Si -3.168 0.642 1.478
C -3.136 2.526 1.448
C -2.749 0.069 3.227
C -4.987 0.142 1.256
Si -2.720 -2.405 -0.572
C -3.003 -3.389 1.023
C -4.421 -2.341 -1.409
C -1.715 -3.520 -1.716
H -2.015 0.589 -4.564
H -2.246 -0.967 -3.751
H -0.691 -0.135 -3.633
H -4.415 1.775 -3.140
H -4.580 1.753 -1.385
H -4.797 0.261 -2.305
H -2.218 3.184 -3.096
H -0.621 2.705 -2.490
H -1.838 3.295 -1.367
H -2.133 2.897 1.671
H -3.831 2.936 2.188
H -3.423 2.911 0.466
H -1.754 0.412 3.514
H -2.784 -1.020 3.310
H -3.480 0.480 3.931
H -5.394 0.411 0.279
H -5.590 0.639 2.024
H -5.110 -0.937 1.385
H -3.459 -2.782 1.808
H -2.073 -3.801 1.413
H -3.675 -4.228 0.808
H -5.132 -1.688 -0.904
H -4.834 -3.356 -1.417
H -4.332 -2.012 -2.447
H -0.703 -3.703 -1.349
H -1.623 -3.074 -2.709
H -2.217 -4.487 -1.824

Properties
multiplicity: 1
F_max: 0.3 eV/A
gap between HOMO and LUMO: 6.320 eV
charge: -2

=====

Computed energy relative to the best compared isomer or geometry (same formula, charge and spin), in the same sequence as the records: 0.000 0.265 0.161 0.000 3.552 0.000 eV.